Computed, not measured: a cluster of 2 separate species, C7H14N2S in total at a distorted geometry, with ωB97M-V/def2-TZVPD.

- orbital gap (eV) = 9.106
- energy (hartree) = -782.76362
- ΔE to the lowest compared entry with this formula, charge and spin (kcal/mol) = 42.4
- E_LUMO (eV) = 0.61
- SMILES string = CCc1c[nH]cn1.CCS

Cartesian coordinates (Å):
C 0.84869 -1.78667 1.93028
C 0.11083 -3.18863 2.18634
S 2.33727 -2.21943 0.93661
H 0.09518 -1.35144 1.23925
H 1.07918 -1.22401 2.83353
H -0.75379 -3.08374 2.81538
H 2.94557 -1.10732 0.44813
H 0.90267 -3.88428 2.45248
H -0.17798 -3.42453 1.16424
C -0.69643 2.78585 0.21352
C 0.47488 2.20091 1.02904
C -0.95244 1.94249 -1.01124
C -0.21588 0.92692 -1.52423
C -2.22412 0.83640 -2.34587
N -2.22840 1.89721 -1.51657
N -1.05958 0.13212 -2.25562
H -1.68381 2.82795 0.69634
H -0.44650 3.83300 0.01313
H 0.60060 1.09510 0.89754
H 0.85008 0.82414 -1.42599
H -3.08311 0.44342 -2.85018
H -0.85382 -0.77188 -2.64728
H 0.00558 2.28837 2.01614
H 1.49325 2.52378 0.79139